DFT (wB97M-V/def2-TZVPD) results for a 2-piece molecular cluster, C5H11NO2 overall at a distorted geometry.

Calculated values
Energy above the lowest of the compared OMol25 structures with the same formula, charge and spin (eV): 3.506
Energy (Ha): -402.2493
E_HOMO (eV): -8.39
HOMO-LUMO gap (eV): 8.9

The geometry in ORCA input format:
```
! RIJCOSX wB97M-V def2-TZVPD def2/J DEFGRID3
* xyz 0 1
C 0.863 0.510 0.170
C -2.359 -1.814 0.287
C 1.813 0.596 -0.987
C 1.093 1.462 1.310
N 0.267 -0.731 0.502
C -0.755 0.103 -0.157
O -2.271 -2.184 -0.878
O -0.977 0.101 -1.509
H -1.469 -0.718 -1.726
H 0.526 -1.498 -0.113
H -1.788 -2.294 1.097
H -3.210 -1.197 0.629
H -1.374 0.749 0.458
H 2.673 -0.059 -0.824
H 1.313 0.263 -1.901
H 2.162 1.616 -1.147
H 1.002 2.495 0.973
H 2.105 1.327 1.701
H 0.386 1.272 2.115
*
```

DFT (wB97M-V/def2-TZVPD) results for C5H11NO2 as an isolated structure at a distorted geometry.

Calculated values
Energy above the lowest of the compared OMol25 structures with the same formula, charge and spin (eV): 3.947
Energy (Ha): -402.2331
E_HOMO (eV): -8.02
HOMO-LUMO gap (eV): 7.9

The geometry in ORCA input format:
```
! RIJCOSX wB97M-V def2-TZVPD def2/J DEFGRID3
* xyz 0 1
C 0.381 -0.437 -0.134
C -0.841 1.061 1.570
C 0.272 -0.735 -1.627
C 1.836 -0.213 0.275
C -0.444 0.839 0.176
N -2.066 0.658 0.125
O -0.177 -1.532 0.621
O -0.037 1.958 -0.360
H 0.344 -2.325 0.439
H -2.365 -0.269 -0.149
H -2.460 1.498 -0.283
H -1.126 2.069 1.847
H -0.656 0.349 2.373
H -0.762 -0.958 -1.902
H 0.613 0.122 -2.211
H 0.881 -1.605 -1.887
H 2.244 0.660 -0.235
H 1.917 -0.055 1.353
H 2.445 -1.082 0.009
*
```

DFT (wB97M-V/def2-TZVPD) results for one molecule with the formula C5H11NO2 at a distorted geometry.

Calculated values
Energy above the lowest of the compared OMol25 structures with the same formula, charge and spin (eV): 2.589
Energy (Ha): -402.2830
E_HOMO (eV): -8.54
HOMO-LUMO gap (eV): 9.4

The geometry in ORCA input format:
```
! RIJCOSX wB97M-V def2-TZVPD def2/J DEFGRID3
* xyz 0 1
C -1.051 -1.956 1.366
N -1.007 -0.770 0.524
C 0.083 0.165 0.773
C 0.276 1.331 -0.183
C -0.040 1.201 -1.667
O -0.973 2.140 -2.199
C 1.489 -0.531 0.907
O 1.682 -1.688 0.662
H -0.941 -1.883 2.444
H -2.020 -2.461 1.201
H -0.290 -2.709 1.023
H -1.199 -0.947 -0.447
H -0.108 0.619 1.779
H -0.458 2.088 0.157
H 1.289 1.757 -0.178
H -0.496 0.147 -1.912
H 0.775 1.312 -2.363
H -1.521 2.458 -1.470
H 2.243 0.133 1.353
*
```

DFT (wB97M-V/def2-TZVPD) results for one molecule with the formula C5H11NO2 at a distorted geometry.

Calculated values
Energy above the lowest of the compared OMol25 structures with the same formula, charge and spin (eV): 1.628
Energy (Ha): -402.3183
E_HOMO (eV): -9.22
HOMO-LUMO gap (eV): 9.9

The geometry in ORCA input format:
```
! RIJCOSX wB97M-V def2-TZVPD def2/J DEFGRID3
* xyz 0 1
C -0.738 0.419 -0.608
C -1.743 -0.624 -0.107
C 0.672 0.361 0.097
C 1.747 -0.462 -0.757
C 0.641 -0.257 1.502
H -0.778 2.536 -0.563
H -2.028 1.900 0.372
H -0.764 0.243 -1.651
H 1.013 1.489 0.144
H 2.145 0.180 -1.549
H 2.609 -0.783 -0.039
H 1.351 -1.308 -1.247
H 0.315 0.542 2.232
H 0.078 -1.172 1.593
H 1.593 -0.680 1.730
H -0.542 -1.949 -0.723
N -1.440 1.703 -0.466
O -2.598 -0.304 0.609
O -1.534 -1.835 -0.569
*
```